The following is a quantum chemistry calculation of C2H3N2PS in the gas phase, from OMol25.

Cartesian coordinates (Å):
C  -2.2213  -1.1092  0.3470
C  -0.1429  0.0014  0.0046
N  -0.9880  -0.7608  0.3416
N  -2.5461  1.4237  -0.3670
P  1.1645  1.1070  0.4848
S  -3.3584  0.2494  -0.0177
H  -2.6519  -2.0245  0.8575
H  0.7073  2.2919  -0.1880
H  1.6473  0.7085  -0.7373

As for the energy relative to the best compared isomer or geometry (same formula, charge and spin): 4.362 eV. As for the total charge: 0. The calculation puts the LUMO energy at -0.312 eV. As for the spin multiplicity: 1. The calculated total energy is -25221.4348 eV.

Charge distribution, Mulliken scheme, values in e: -0.253, 0.162, -0.057, -0.397, -0.121, 0.191, 0.305, 0.105, 0.067

The following is a quantum chemistry calculation of C2H3N3 in the gas phase, from OMol25.

Cartesian coordinates (Å):
N  0.6510  -1.2376  -0.1844
C  0.4179  0.0343  0.5223
N  -0.5372  0.7767  0.1539
C  -1.5618  1.3890  -0.1369
N  -0.0054  -2.2482  -0.0176
H  1.4421  -1.1787  -0.8606
H  1.0301  0.2649  1.3865
H  -1.4366  2.1996  -0.8631

As for the energy relative to the best compared isomer or geometry (same formula, charge and spin): 5.137 eV. As for the total charge: 0. The calculation puts the LUMO energy at 0.632 eV. As for the spin multiplicity: 1. The calculated total energy is -6587.4382 eV.

Charge distribution, Mulliken scheme, values in e: 0.177, -0.214, 0.017, -0.272, -0.518, 0.270, 0.323, 0.217

The following is a quantum chemistry calculation of C2H3N3 in the gas phase, from OMol25.

Cartesian coordinates (Å):
N  1.3510  0.1145  -0.1734
N  0.6825  1.0874  0.2321
C  -0.7129  0.8407  0.2641
C  -1.0395  -0.4349  0.0810
N  -0.8280  -1.6288  0.0821
H  2.3338  0.3852  -0.1420
H  -1.3486  1.6889  0.4164
H  -0.4382  -2.0531  -0.7605

As for the energy relative to the best compared isomer or geometry (same formula, charge and spin): 2.934 eV. As for the total charge: 0. The calculation puts the LUMO energy at 0.346 eV. As for the spin multiplicity: 1. The calculated total energy is -6589.6414 eV.

Charge distribution, Mulliken scheme, values in e: -0.480, -0.081, -0.671, 0.780, -0.452, 0.225, 0.377, 0.301

The following is a quantum chemistry calculation of C2H3N3 in the gas phase, from OMol25.

Cartesian coordinates (Å):
C  0.9451  -0.4379  -0.0028
C  0.3006  0.7131  -0.1048
H  1.9777  -0.6608  0.0328
H  0.5806  1.7372  0.0823
H  -1.8390  0.8855  0.1667
N  -0.9860  0.2701  -0.0857
N  -1.0877  -1.0454  -0.0142
N  0.1085  -1.4618  -0.0742

As for the energy relative to the best compared isomer or geometry (same formula, charge and spin): 1.233 eV. As for the total charge: 0. The calculation puts the LUMO energy at 0.830 eV. As for the spin multiplicity: 1. The calculated total energy is -6591.3419 eV.

Charge distribution, Mulliken scheme, values in e: -0.385, -0.127, 0.421, 0.335, 0.297, 0.169, -0.505, -0.205

The following is a quantum chemistry calculation of C2H3N3O in the gas phase, from OMol25.

Cartesian coordinates (Å):
C  -0.1019  -0.0636  0.2413
C  1.0309  0.3872  -0.3870
H  -1.4647  -1.2228  1.2890
H  0.1087  -1.3444  1.7074
H  2.0315  -0.0237  -0.5540
N  -0.4129  -1.2004  0.8442
N  -0.7059  1.4259  -1.3648
N  -1.0767  0.5543  -0.4474
O  0.5908  1.4875  -1.3288

As for the energy relative to the best compared isomer or geometry (same formula, charge and spin): 3.691 eV. As for the total charge: 0. The calculation puts the LUMO energy at 0.641 eV. As for the spin multiplicity: 1. The calculated total energy is -8636.8033 eV.

Charge distribution, Mulliken scheme, values in e: 0.318, -0.282, 0.325, 0.296, 0.341, -0.541, -0.079, -0.293, -0.084

The following is a quantum chemistry calculation of 2 unconnected molecules or ions with the total composition C2H3N3O, from OMol25.

Cartesian coordinates (Å):
C  2.0776  -0.2595  0.0147
C  -1.3906  0.0099  -0.1845
N  3.1010  0.1556  -0.5255
N  1.2275  -0.7456  0.7443
N  -0.5923  0.9573  0.1582
O  -1.1079  -1.1999  -0.1936
H  -2.5428  0.3018  -0.4609
H  0.1435  -1.0760  0.4149
H  -0.9159  1.8563  0.0324

As for the energy relative to the best compared isomer or geometry (same formula, charge and spin): 5.515 eV. As for the total charge: 0. The calculation puts the LUMO energy (spin up / spin down) at -4.048 / -2.433 eV. As for the spin multiplicity: 1. The calculated total energy is -8634.9797 eV.

Charge distribution, Mulliken scheme, values in e: 0.607, 0.344, -0.430, -0.447, -0.453, -0.570, 0.283, 0.443, 0.222

The following is a quantum chemistry calculation of C2H3N3O in the gas phase, from OMol25.

Cartesian coordinates (Å):
C  1.0763  -0.2437  0.7687
C  -0.1473  0.0944  -0.0536
N  -0.7209  1.1096  0.3623
O  -2.0773  0.8711  -1.1054
N  -1.6277  -0.1549  -1.6470
N  -0.5818  -0.6860  -1.1814
H  0.8932  -1.2386  1.1676
H  1.9171  -0.1954  0.0805
H  1.2684  0.4435  1.6084

As for the energy relative to the best compared isomer or geometry (same formula, charge and spin): 4.427 eV. As for the total charge: 0. The calculation puts the LUMO energy (spin up / spin down) at -1.147 / -1.149 eV. As for the spin multiplicity: 1. The calculated total energy is -8636.0676 eV.

Charge distribution, Mulliken scheme, values in e: -0.779, 0.666, -0.288, -0.274, 0.170, -0.313, 0.256, 0.255, 0.307

The following is a quantum chemistry calculation of C2H3N3O in the gas phase, from OMol25.

Cartesian coordinates (Å):
O  0.6243  0.9703  -1.6272
C  0.3820  0.2002  -0.5657
N  -0.7677  0.4589  0.1563
C  -0.7222  -0.5845  1.0926
N  0.3273  -1.3176  0.9469
N  1.0764  -0.7849  -0.1109
H  1.2305  0.4758  -2.1947
H  -1.5420  -0.8038  1.7674
H  -0.6085  1.3857  0.5353

As for the energy relative to the best compared isomer or geometry (same formula, charge and spin): 1.228 eV. As for the total charge: 0. The calculation puts the LUMO energy at 0.623 eV. As for the spin multiplicity: 1. The calculated total energy is -8639.2668 eV.

Charge distribution, Mulliken scheme, values in e: -0.482, 0.449, -0.280, -0.014, -0.303, -0.425, 0.379, 0.390, 0.288

The following is a quantum chemistry calculation of C2H3N3O in the gas phase, from OMol25.

Cartesian coordinates (Å):
O  -1.4257  -1.0936  -1.2296
C  -0.5557  -0.3850  -0.5240
N  0.6720  -0.9810  -0.1486
N  1.3528  -0.0845  0.4184
C  0.4508  1.0414  0.6180
N  -0.7286  0.8213  -0.1191
H  -1.0434  -1.9721  -1.3754
H  0.4536  0.5913  1.6496
H  0.8242  2.0621  0.7106

As for the energy relative to the best compared isomer or geometry (same formula, charge and spin): 1.994 eV. As for the total charge: 0. The calculation puts the LUMO energy at 0.097 eV. As for the spin multiplicity: 1. The calculated total energy is -8638.5006 eV.

Charge distribution, Mulliken scheme, values in e: -0.461, 0.593, -0.233, -0.303, -0.109, -0.456, 0.360, 0.219, 0.389

The following is a quantum chemistry calculation of 2 unconnected molecules or ions with the total composition C2H3N3O, from OMol25.

Cartesian coordinates (Å):
C  0.6890  -0.0039  -0.0255
C  1.3498  -0.5745  1.0871
N  2.3840  -1.3071  0.7776
N  2.4449  -1.1855  -0.4513
N  -2.0744  0.8282  -0.0198
O  1.3745  -0.3848  -1.0275
H  -1.9120  1.8138  0.1299
H  -2.9995  0.5566  -0.1414
H  -1.2563  0.2572  -0.3291

As for the energy relative to the best compared isomer or geometry (same formula, charge and spin): 3.655 eV. As for the total charge: 0. The calculation puts the LUMO energy (spin up / spin down) at 0.162 / -3.037 eV. As for the expectation value of S²: 2.0105. As for the spin multiplicity: 3. The calculated total energy is -8631.7383 eV.

Charge distribution, Mulliken scheme, values in e: 0.158, 0.055, -0.211, -0.025, -0.498, -0.102, 0.186, 0.161, 0.277

The following is a quantum chemistry calculation of a molecular structure, C2H3N3O2, from OMol25.

Cartesian coordinates (Å):
C  0.5946  -0.0657  0.5976
C  -0.7026  0.4186  -0.0216
N  1.5884  -1.2536  -1.4623
N  1.8696  -0.2811  -0.8183
N  -1.6416  0.6438  0.9187
O  0.9297  -0.1479  1.7253
O  -0.8665  0.5558  -1.2080
H  2.2106  -1.3996  -2.2711
H  -1.4239  0.5780  1.8985
H  -2.5584  0.9518  0.6412

As for the energy relative to the best compared isomer or geometry (same formula, charge and spin): 3.143 eV. As for the total charge: 0. The calculation puts the LUMO energy at -0.273 eV. As for the spin multiplicity: 1. The calculated total energy is -10685.3138 eV.

Charge distribution, Mulliken scheme, values in e: 0.618, 0.396, -0.229, -0.175, -0.356, -0.414, -0.533, 0.239, 0.227, 0.228

The following is a quantum chemistry calculation of a molecular structure, C2H3N3O2, from OMol25.

Cartesian coordinates (Å):
C  -0.4987  -0.7867  0.2126
C  0.1902  0.9165  -0.6558
H  -0.9171  -2.0485  1.6578
H  0.0112  1.7529  -2.3787
H  0.9303  1.4380  1.2415
N  -0.6212  -0.2569  -0.8742
N  0.6170  1.8160  -1.5040
N  0.9664  0.7404  0.5689
O  -0.9220  -1.9674  0.6001
O  0.3083  -0.2849  1.2504

As for the energy relative to the best compared isomer or geometry (same formula, charge and spin): 3.196 eV. As for the total charge: 0. The calculation puts the LUMO energy at 0.230 eV. As for the spin multiplicity: 1. The calculated total energy is -10685.2606 eV.

Charge distribution, Mulliken scheme, values in e: 0.641, 0.408, 0.390, 0.274, 0.262, -0.383, -0.612, -0.163, -0.516, -0.300